Density functional theory data (ωB97M-V/def2-TZVPD) for a molecular structure, C25H22FeN3O5 at a distorted geometry.

Values from the calculation:
Energy above the lowest of the compared OMol25 structures with the same formula, charge and spin, kcal/mol: 27.27
Gap between HOMO and LUMO (alpha / beta), eV: 4.2559 / 5.6177
2S+1: 6
Total charge: 0
⟨S²⟩: 8.840
HOMO (alpha / beta), eV: -4.788 / -8.424
E, a.u.: -2769.6200

The geometry in XYZ format:
```
56
Properties=species:S:1:pos:R:3:lowdin_spin:R:1
O 3.3017 -5.6669 -2.1456 0.136
H -0.7681 4.8710 2.0050 0.002
C -0.0541 -2.2346 -1.2714 0.144
H 0.4946 -1.5977 0.6991 0.001
C 2.9104 2.2239 0.6945 0.036
H 1.0415 5.3830 3.5499 0.015
C -1.2906 -1.4004 -1.3504 0.040
C -4.1365 0.3377 -4.0221 0.002
C 0.7501 -2.2738 -0.1052 0.039
H 1.9540 3.9522 5.2327 0.016
H 0.7069 1.7794 1.2861 0.044
O 5.3371 1.0057 2.7643 0.040
C -0.7055 2.8006 2.2407 0.375
N -2.5474 -1.6546 -0.9160 0.013
H -5.8470 -0.9968 -3.9722 0.000
H -4.3368 0.6613 -5.0503 0.000
H -0.5133 0.6942 2.2806 0.014
C 0.7770 4.3209 3.4774 0.378
C 1.4046 -3.9287 -2.2801 0.064
H -2.5381 -2.3370 1.0497 0.000
C -0.1608 0.6698 -2.1664 0.002
C 1.8541 -3.1070 -0.0099 0.065
H 2.4880 -3.1429 0.8651 0.005
C -2.8538 -2.6787 0.0582 0.003
C 0.1567 1.5972 2.2184 0.119
C -3.4521 -0.8200 -1.6206 0.000
C 3.7516 4.0326 2.1174 0.059
C 1.7651 2.1233 4.1930 0.122
O 4.0076 -5.0660 -0.1507 0.153
H 1.7049 0.2735 3.1350 0.021
H 0.6584 0.0620 -2.5703 0.001
O 4.3730 4.9974 1.9429 0.022
H -0.1068 -2.8155 -3.3741 0.002
C 4.3151 1.5604 2.6697 0.053
Fe 2.9135 2.4993 2.4228 1.793
C 2.1616 -3.9614 -1.0953 0.127
C 0.3778 -2.9893 -2.4053 0.053
H -3.9270 -2.8496 0.0973 0.000
C -3.0269 0.8774 -3.3534 0.001
H -2.2897 -3.5766 -0.1993 0.001
C -4.9819 -0.6199 -3.4104 -0.001
H -0.4549 1.4699 -2.8485 0.000
H 1.6361 -4.6297 -3.0925 0.006
C -0.3053 4.0551 2.5728 0.120
O 3.0935 2.0314 -0.4421 0.002
H 2.2806 1.6686 5.0468 0.005
H 0.1672 1.1371 -1.2243 0.001
N -1.3245 -0.1691 -1.9154 0.015
N 3.2163 -4.9458 -1.1104 0.119
H -5.3842 -1.8241 -1.6123 0.000
H -1.6539 2.6504 1.7264 0.019
C -2.6555 0.1630 -2.2204 0.005
H -2.4222 1.7181 -3.7237 0.000
C -4.7054 -1.1442 -2.1347 0.002
C 1.3639 1.3272 3.0954 0.339
C 1.4791 3.4869 4.3520 0.404
```

Density functional theory data (ωB97M-V/def2-TZVPD) for a molecular structure, C2H6N2S at a distorted geometry.

Values from the calculation:
Energy above the lowest of the compared OMol25 structures with the same formula, charge and spin, kcal/mol: 111.36
Gap between HOMO and LUMO, eV: 9.1148
Total charge: 0
HOMO, eV: -8.378
E, a.u.: -587.3265

The geometry in XYZ format:
```
11
Properties=species:S:1:pos:R:3:lowdin_charge:R:1
C -0.2756 -1.7046 0.1923 -0.563
N -0.0797 0.6242 0.2372 -0.237
H -1.2503 -0.7189 0.0574 0.174
N -0.4767 1.9917 -0.0067 -0.047
H 1.3528 0.9178 -1.5262 0.129
S 1.2226 -1.3684 -0.5959 0.834
H -0.8929 2.2027 0.9712 0.102
C 0.7543 0.2251 -0.7526 -0.584
H 0.4579 2.4355 0.0698 0.062
H -0.1109 -1.6430 1.3111 0.016
H -0.7016 -2.9621 0.0423 0.113
```

Density functional theory data (ωB97M-V/def2-TZVPD) for a molecular structure, C17H34BaO2P2 at a distorted geometry.

Values from the calculation:
Energy above the lowest of the compared OMol25 structures with the same formula, charge and spin, kcal/mol: 0.00
Gap between HOMO and LUMO, eV: 5.3323
Total charge: 0
HOMO, eV: -5.329
E, a.u.: -1526.6621

The geometry in XYZ format:
```
56
Properties=species:S:1:pos:R:3:lowdin_charge:R:1
H 1.1284 -3.0995 -0.4611 0.134
H -1.1073 4.6648 1.0447 0.034
C 2.3612 -0.0910 -0.6187 -0.150
C 0.6230 -2.0894 -0.1757 -0.313
H -2.6068 4.6711 -2.4047 0.075
H 3.5696 -6.9150 2.9829 0.079
H -4.0373 -1.0403 -1.7444 0.034
H -1.6922 -0.7030 1.0319 0.116
H 3.2474 -0.6025 -1.0350 0.114
O 2.4923 -4.6402 2.0118 -0.426
H -4.9361 0.2148 -2.6505 0.041
H -1.9920 5.5376 -0.2454 0.038
C -3.2494 2.5937 -2.5600 -0.445
C 1.0779 -0.9417 -1.0047 -0.186
H 0.8858 4.0595 -2.4743 0.032
P -2.6007 0.8699 -2.1789 0.799
H -0.9901 -1.0223 2.6217 0.119
H 1.8759 0.6405 2.8118 0.142
H 3.6146 0.2878 1.1505 0.138
H -0.3418 1.2008 2.2063 0.120
H -1.4257 0.7812 -4.3314 0.033
C -2.3032 0.2767 -3.9002 -0.318
C 0.3794 4.5157 -1.6102 -0.331
H 2.3046 0.8845 -1.1427 0.122
H 0.2105 -0.2830 -1.0626 0.071
H 0.0196 5.5159 -1.8932 0.040
C -4.2052 0.0422 -1.8467 -0.333
H -0.3673 -3.0242 1.4712 0.132
C 2.5338 -6.6794 3.2356 -0.022
H 3.5942 -2.3500 4.0717 -0.057
C -2.1584 3.6692 -2.4902 -0.445
C 2.5102 0.2674 0.8434 -0.259
H -4.6236 0.4098 -0.8976 0.033
H -3.7124 2.5756 -3.5588 0.075
C 2.2854 -5.1907 3.1649 -0.730
H -0.0389 0.9506 0.4940 0.053
C -0.1822 -2.0467 0.8607 -0.324
H -3.1746 0.4497 -4.5492 0.038
P -0.9825 3.4236 -1.0431 0.805
H 2.3382 -7.0677 4.2346 0.074
O 1.8967 -4.5736 4.1958 -0.071
H 1.8936 -7.2209 2.5348 0.077
C -0.7358 -0.8466 1.5616 -0.171
H -1.5435 3.6493 -3.4029 0.072
H -2.7206 4.1049 0.5497 0.033
H 1.2427 -1.3352 -2.0241 0.120
C -1.7820 4.5465 0.1830 -0.316
C 0.1105 0.4947 1.4798 -0.173
H 3.8815 -0.5824 3.4709 -0.101
H -4.0401 2.8032 -1.8233 0.072
H 4.6929 -2.0358 2.6041 -0.062
H 1.1186 4.6183 -0.8017 0.034
H -2.0890 -0.8026 -3.8689 0.033
C 3.9751 -1.6178 3.3203 -0.505
Ba 2.1766 -2.3782 1.9508 2.056
C 1.5983 0.4602 1.7115 -0.246
```